A.
# C10H17N

C10H17N in the gas phase (ωB97M-V/def2-TZVPD, the Open Molecules 2025 dataset).

SMILES: C1C[C@]23CCC[C@@]2(C1)CNC3
gap between HOMO and LUMO: 9.7 eV
HOMO level: -0.3196 Eh
LUMO energy: 0.0365 Eh
spin multiplicity: 1

```
28
C10H17N ωB97M-V/def2-TZVPD
C -0.04525 -1.87489 -1.11761
C 0.87506 -0.75410 -1.40054
C 0.54702 0.41055 -0.44612
C -0.28984 1.50636 -1.08668
C -1.74781 1.04107 -0.80559
C -1.69565 0.51710 0.58850
C -0.35776 -0.21534 0.67594
C -0.38915 -1.73794 0.35050
C 0.43620 -0.07160 1.94422
N 1.79454 0.07486 1.44185
C 1.74328 0.96178 0.31744
H -0.98160 -1.82557 -1.67411
H 0.42449 -2.84949 -1.41896
H 0.90852 -0.42703 -2.48018
H 1.87687 -1.13116 -1.06462
H -0.13055 1.56195 -2.13245
H -0.13604 2.48747 -0.68028
H -2.15437 0.41795 -1.62855
H -2.43348 1.92650 -0.73786
H -2.59721 -0.08333 0.95173
H -1.53260 1.37704 1.28412
H 0.31086 -2.36124 0.92290
H -1.38587 -2.19264 0.56235
H 0.09556 0.81746 2.52323
H 0.28889 -0.93984 2.59031
H 2.45794 0.43919 2.07346
H 1.45493 1.91424 0.71873
H 2.66303 1.01065 -0.27170
```



B.
# C10H17N

C10H17N as an isolated structure (ωB97M-V/def2-TZVPD, the Open Molecules 2025 dataset).

gap between HOMO and LUMO: 10.4 eV
HOMO level: -0.3579 Eh
LUMO energy: 0.0249 Eh
spin multiplicity: 1

```
28
C10H17N ωB97M-V/def2-TZVPD
C -2.16168 -1.20827 0.93475
C -3.10337 -1.71318 0.20050
C -3.84029 -0.90257 -0.54760
C -3.62523 0.43528 -0.70994
C -2.47777 0.88232 -0.00035
C 0.01288 2.09024 0.35547
C 0.69740 0.76094 -0.28658
C 2.09837 0.57246 -0.10976
C 2.53199 -1.03378 -0.17926
C 4.15410 -1.08512 -0.15409
H -1.47663 -1.74331 1.57547
H -3.12207 -2.93685 -0.04290
H -4.55049 -1.41932 -1.30010
H -3.99987 1.08125 -1.47207
H -2.49600 2.01885 0.12664
H 0.47799 2.29168 1.40065
H 0.02348 3.35667 -0.22229
H -1.07930 1.91996 0.81923
H 0.27440 0.76889 -1.24775
H 0.19914 0.00196 0.30782
H 2.60512 1.11577 -0.81732
H 2.40186 0.97251 0.90783
H 2.07474 -1.32177 -1.15425
H 2.22163 -1.50062 0.84005
H 4.62240 -0.72404 0.91790
H 4.50600 -2.20598 -0.20721
H 4.85686 -0.64183 -0.87078
N -1.82566 0.16788 0.93595
```



Most stable structure: A